The following is a quantum chemistry calculation of a cluster of 2 separate species, C5H12NO in total, from OMol25.

As for the total charge: +1. As for the HOMO-LUMO gap: 8.98 eV. As for the highest occupied orbital energy: -14.26 eV. For the energy, the calculation gives -327.39498 hartree. The LUMO energy comes out at -5.28 eV. The spin multiplicity is 1.

Geometry (Å):
1 C -0.85407 -1.28910 -1.07438
2 C -0.59445 -0.94562 0.39299
3 C -1.00572 0.45712 0.73181
4 C -2.17422 0.82074 1.25552
5 C 0.98948 1.52926 -0.30761
6 N -0.20617 1.52168 0.18475
7 H 0.06443 -1.38809 -1.64339
8 H -1.44666 -0.48694 -1.51780
9 H -1.48375 -2.15419 -1.24985
10 H 0.44984 -1.13128 0.65802
11 H -1.03439 -1.59486 1.15898
12 H -2.73313 0.07506 1.80582
13 H -2.74509 1.73579 1.13172
14 H 1.16761 2.50158 -0.74789
15 H 1.61258 0.65177 -0.14254
16 H -0.54345 2.43939 0.47596
17 H 3.18232 -1.40449 -1.53657
18 H 3.31597 -2.05408 -0.19126
19 O 2.82110 -1.37169 -0.65238

Löwdin atomic charge list, values in e, 6 entries: -0.062 -0.194 -0.293 0.147 0.222 0.073